A structure of composition C18H23N4Sr, computed with ωB97M-V with the def2-TZVPD basis set.

Geometry as XYZ:
```
46
Properties=species:S:1:pos:R:3:forces:R:3
Sr 0.11114 0.35564 -1.02001 -0.526 -0.035 -0.497
C -1.14758 4.06679 -0.64225 0.095 0.082 -0.029
C -2.36193 3.15959 -0.80759 -0.050 -0.014 -0.025
N -2.17518 1.82440 -0.25308 -0.062 -0.056 0.025
C -2.33103 1.68441 1.22321 -0.047 -0.010 -0.054
C -1.40260 0.57971 1.65466 0.034 0.011 -0.090
C -1.80570 -0.70879 1.81341 0.070 0.023 -0.065
C -0.81223 -1.79162 1.58352 0.100 0.059 -0.041
C 0.63601 -1.35154 1.34441 0.004 0.276 0.260
C 0.92238 0.10600 1.54424 -0.168 0.112 -0.229
C 2.26606 0.72171 1.23449 0.083 -0.001 0.367
N 2.56181 1.00315 -0.21415 -0.437 -0.209 -0.108
C 2.21392 2.28529 -0.85521 0.253 0.254 -0.008
C 1.02488 3.03635 -0.24482 -0.014 0.644 0.110
N 0.06981 3.52582 -1.25666 0.174 -0.312 0.355
N -0.10661 1.00059 1.56024 0.146 -0.123 0.201
H -0.97790 4.27897 0.42109 -0.006 -0.001 -0.003
H -1.39515 5.02223 -1.11377 -0.013 0.007 0.012
H -2.54094 3.04180 -1.87911 -0.014 0.000 0.002
H -3.23723 3.66796 -0.37276 0.005 0.026 -0.009
H -2.83483 1.19546 -0.69944 0.018 -0.023 0.014
H -3.37516 1.48430 1.48774 0.002 0.010 0.014
H -2.02850 2.62908 1.68026 0.011 -0.010 0.015
H -2.86336 -0.95522 1.83560 0.000 0.016 -0.012
H -0.93958 -2.72620 2.12812 0.003 0.027 0.045
H 1.42489 -2.00572 1.72096 -0.096 -0.131 -0.026
H 3.06351 0.03772 1.53973 -0.028 -0.030 0.021
H 2.38224 1.64102 1.82245 -0.044 -0.010 0.002
H 3.52179 0.77457 -0.42332 -0.025 -0.079 -0.095
H 1.97228 2.07921 -1.91236 0.045 0.012 -0.045
H 3.07855 2.95792 -0.89027 0.013 -0.021 0.030
H 1.41928 3.85768 0.37325 -0.065 0.049 -0.033
H 0.44347 2.43772 0.47052 0.251 -0.119 -0.034
H 0.50609 4.22319 -1.84425 -0.030 -0.067 -0.107
C -0.24379 -1.87700 0.19371 0.311 -0.405 -0.017
C 0.09657 -3.19025 -0.34518 -0.021 0.064 0.054
C 1.39611 -3.51581 -0.76759 0.034 -0.055 -0.045
C 1.69102 -4.74470 -1.34171 0.001 0.060 0.028
C 0.70372 -5.70648 -1.50341 -0.041 -0.030 -0.003
C -0.59013 -5.41137 -1.07950 0.040 -0.018 -0.020
C -0.88589 -4.18367 -0.51615 0.005 0.027 0.038
H 2.18430 -2.78050 -0.64077 -0.005 0.007 -0.001
H 2.70576 -4.95395 -1.66289 0.002 0.004 0.002
H 0.93404 -6.66598 -1.95023 -0.003 0.001 0.001
H -1.37558 -6.15069 -1.19528 -0.004 0.003 0.002
H -1.89872 -3.95873 -0.19983 -0.002 -0.012 -0.005
```
Positions in Å, forces in eV/Å.

Computed properties:
- Total charge: -1
- E_HOMO (alpha / beta): -0.13 / -1.92 eV
- LUMO (alpha / beta): 2.768 / 2.823 eV
- Relative energy (zero: lowest compared OMol25 entry of this formula, charge and spin): 115.6 kJ/mol
- Calculated total energy: -949.30686 Ha

The ion C18H23N6O2 with charge -1 in a non-equilibrium geometry, computed with ωB97M-V with the def2-TZVPD basis set.

Geometry as XYZ:
```
49
Properties=species:S:1:pos:R:3:forces:R:3
C 2.68922 -0.15308 3.04651 0.865 0.018 -0.272
C 1.24573 0.12427 3.05832 -1.217 0.716 0.272
N 0.29963 -0.79043 2.99710 0.477 -0.098 -0.594
C -0.90658 -0.16525 3.15415 0.979 1.320 0.559
C -2.16126 -0.93103 2.99126 -0.333 -0.171 0.109
C -0.66668 1.17305 3.41970 -0.368 -0.605 -0.638
N 0.69286 1.39047 3.24165 -0.520 -1.925 0.341
H 3.29668 0.75496 3.08121 -0.027 -0.041 0.078
H 2.97654 -0.76341 3.91478 -0.153 0.161 -0.233
H 2.95900 -0.69666 2.13326 -0.051 -0.028 0.191
H -3.01702 -0.26079 2.87152 0.032 -0.147 0.055
H -2.06266 -1.55032 2.09075 -0.153 0.090 0.197
H -2.33952 -1.60133 3.84357 -0.026 0.117 -0.195
H -1.33109 1.94442 3.77912 0.062 0.125 -0.336
C 1.30547 2.11210 6.16804 -0.397 0.161 0.130
C 2.19154 2.29740 4.95581 1.503 0.677 -0.108
C 1.41500 2.56292 3.66511 0.899 0.390 0.127
C 2.24383 3.26195 2.57753 2.743 0.725 -0.149
O 3.46213 3.49382 2.69345 -2.770 -0.207 -0.519
N 1.58325 3.81283 1.51728 -0.538 0.280 0.043
C 2.23360 4.90141 0.80182 0.035 -0.191 -0.378
C 0.24962 3.41688 1.09638 -0.009 0.184 -0.193
N 3.44050 2.42864 5.22516 -1.881 -0.648 2.911
N 4.57664 2.43659 4.62005 2.605 2.229 -1.456
C 5.43547 3.47915 5.11044 -2.839 -3.750 0.013
N 6.44773 3.60928 4.18330 0.996 0.859 -0.847
C 7.65875 4.25601 4.36130 0.368 -0.575 0.065
C 8.72673 3.99505 3.45569 -0.195 0.107 0.452
C 10.03725 4.28833 3.82725 -0.325 0.368 0.229
C 10.30013 4.95511 5.03690 -0.101 0.006 -0.036
C 9.23146 5.39220 5.83241 -0.178 -0.375 -0.655
C 7.91518 5.05226 5.49697 0.243 0.317 0.146
O 5.28960 4.10744 6.14756 0.426 0.975 0.056
H 0.32482 1.71728 5.89232 -0.078 -0.135 0.008
H 1.76540 1.42251 6.88304 -0.064 0.196 -0.187
H 1.12181 3.06765 6.68337 0.093 -0.107 -0.045
H 0.68238 3.34727 3.90774 -0.241 -0.344 0.069
H 3.04893 5.32178 1.40204 -0.273 -0.269 -0.206
H 2.62159 4.54289 -0.16014 0.235 0.088 0.127
H 1.50577 5.68225 0.55638 -0.057 -0.074 0.229
H -0.53398 3.72726 1.81486 0.253 -0.241 -0.281
H 0.04851 3.91493 0.13433 -0.015 -0.219 0.358
H 0.21779 2.33169 0.93574 -0.257 0.310 0.102
H 6.25842 3.07821 3.33435 0.170 0.203 0.473
H 8.49795 3.52621 2.49349 0.153 -0.062 0.402
H 10.86109 4.00125 3.17143 -0.211 0.105 0.148
H 11.32673 5.14114 5.35256 -0.212 0.021 -0.155
H 9.41644 5.98712 6.72816 -0.028 -0.193 -0.209
H 7.07205 5.37507 6.11244 0.378 -0.345 -0.197
```
Positions in Å, forces in eV/Å.

Computed properties:
- Total charge: -1
- E_HOMO: -2.16 eV
- LUMO: 2.720 eV
- SMILES: C/C(=N/N=C(\[O-])Nc1ccccc1)[C@@H](C(=O)N(C)C)n1cc(C)nc1C
- Calculated total energy: -1178.70316 Ha

An isolated molecule of C18H23NO7S, computed with ωB97M-V with the def2-TZVPD basis set.

Geometry as XYZ:
```
50
Properties=species:S:1:pos:R:3:forces:R:3
C -2.13060 -0.96109 2.51758 0.067 0.182 -0.200
H -1.47170 -1.82292 2.56205 0.051 -0.105 0.043
H -1.79923 -0.24475 3.26468 0.061 0.021 0.134
H -3.13846 -1.28283 2.76963 -0.102 -0.017 0.050
C -2.10017 -0.29581 1.14069 0.224 -0.111 0.291
N -2.90688 -0.99075 0.14823 -0.250 0.139 -0.062
C -2.70240 -2.24228 -0.33324 0.059 -0.114 0.181
O -3.50632 -2.79288 -1.06147 -0.022 -0.349 -0.155
C -1.46495 -3.03182 0.09624 -0.263 -0.384 -0.337
H -1.37610 -3.84448 -0.63461 -0.087 0.191 0.161
H -1.61850 -3.46380 1.08735 0.007 0.068 -0.109
O -0.24074 -2.32171 0.16356 0.193 0.139 0.149
C 0.05940 -1.56196 -0.91424 -0.172 -0.022 -0.178
O -0.69613 -1.42985 -1.84967 0.195 -0.107 0.130
C 1.36109 -0.90493 -0.81169 0.358 0.028 0.320
C 2.16655 -1.01260 0.25719 -0.640 -0.146 -0.371
C 3.45898 -0.39657 0.44333 0.615 0.212 0.254
C 4.13251 -0.59242 1.65034 -0.279 0.013 -0.348
C 5.37013 -0.02486 1.87613 0.373 0.288 -0.183
C 5.96960 0.75317 0.89773 -0.299 -0.101 -0.131
C 5.30327 0.95885 -0.32852 0.146 0.085 -0.001
C 4.06731 0.39114 -0.54536 0.066 0.011 0.045
H 3.55774 0.54477 -1.48133 -0.016 0.058 -0.148
O 5.99475 1.74286 -1.22020 0.033 -0.272 0.630
C 5.40994 2.00134 -2.47344 -0.086 0.087 -0.291
H 5.24904 1.07706 -3.03636 -0.004 0.030 0.032
H 4.46173 2.53682 -2.36785 0.029 -0.031 0.003
H 6.12204 2.62935 -3.00619 -0.098 -0.046 -0.014
O 7.18095 1.30723 1.11699 0.064 0.047 -0.029
H 7.43338 1.80940 0.32889 -0.042 -0.038 0.033
H 5.89402 -0.17178 2.80660 0.070 -0.016 0.117
H 3.67710 -1.19622 2.42038 -0.069 -0.077 0.075
H 1.82509 -1.62249 1.08367 -0.057 -0.062 0.043
H 1.61184 -0.31417 -1.67923 0.029 0.055 -0.059
C -4.00336 -0.24628 -0.45696 0.172 -0.385 -0.410
C -4.95750 0.35712 0.57029 0.056 0.757 -0.255
H -5.99538 0.11107 0.37162 -0.097 -0.024 0.001
H -4.71029 0.10469 1.59483 0.008 0.120 0.138
S -4.81173 2.15625 0.33375 -0.598 -0.020 -0.066
O -3.66335 2.64130 1.05376 0.461 -0.106 -0.067
O -6.06438 2.81789 0.56728 -0.240 -0.071 -0.190
C -4.40155 2.02237 -1.43007 -0.089 -0.138 0.780
C -3.43607 0.86279 -1.38257 0.279 -0.304 -0.186
H -2.49162 1.22118 -0.97018 0.029 -0.039 -0.054
H -3.23014 0.44014 -2.36557 0.023 0.044 0.024
H -3.95877 2.94467 -1.78788 -0.046 0.181 0.098
H -5.32320 1.80303 -1.95979 -0.157 0.005 -0.055
H -4.53900 -0.98103 -1.06751 0.056 0.297 0.192
H -1.06338 -0.19853 0.80863 -0.128 0.153 0.039
H -2.50456 0.71435 1.23250 0.118 -0.128 -0.065
```
Positions in Å, forces in eV/Å.

Computed properties:
- E_HOMO: -8.41 eV
- LUMO: -0.229 eV
- SMILES: CCN(C(=O)COC(=O)/C=C/c1ccc(O)c(OC)c1)[C@@H]1CCS(=O)(=O)C1
- Calculated total energy: -1679.31471 Ha

A structure of composition C18H24AlS2SbTe, computed with ωB97M-V with the def2-TZVPD basis set.

Geometry as XYZ:
```
47
Properties=species:S:1:pos:R:3:forces:R:3
Al -2.04079 -0.72439 0.39783 0.178 0.254 0.129
S -0.63960 -0.64085 2.08717 -0.213 -0.008 -0.188
C -0.50389 1.13184 2.09277 0.012 -0.073 -0.031
C 0.24333 1.70190 3.12154 0.056 -0.001 0.032
C 0.41250 3.07148 3.20645 0.042 -0.056 0.022
C -0.17109 3.89574 2.25458 -0.069 0.033 -0.066
C -0.91651 3.34191 1.22907 0.035 0.068 0.008
C -1.09264 1.96282 1.13172 -0.013 -0.062 -0.089
S -2.06785 1.37440 -0.23523 -0.105 -0.276 0.145
H 0.70254 1.04689 3.85152 -0.011 0.029 0.018
H 1.00396 3.49051 4.00988 -0.021 0.005 0.005
H -0.05773 4.97045 2.31117 0.031 -0.011 0.000
H -1.37684 3.97798 0.48371 0.007 0.011 0.015
C 4.31765 -1.37089 -3.10927 0.006 0.067 0.062
C 4.22005 -0.35875 -1.97112 -0.293 -0.040 0.111
Sb 2.21455 -0.32899 -1.10347 0.225 -0.162 0.225
C 2.31074 -2.36613 -0.31589 0.099 0.264 -0.107
C 3.60488 -2.69226 0.42019 -0.125 -0.031 -0.005
C 2.70396 0.65675 0.79026 -0.012 -0.085 -0.290
C 4.15907 1.05878 0.99997 -0.111 -0.049 0.023
H 5.34258 -1.43953 -3.48048 -0.023 -0.025 -0.055
H 3.67647 -1.08561 -3.94508 -0.003 -0.044 -0.013
H 4.01663 -2.37005 -2.78628 0.018 -0.006 -0.015
H 4.42653 0.64817 -2.33643 0.037 0.010 0.039
H 4.94194 -0.58410 -1.18574 -0.029 0.037 -0.004
H 2.15321 -3.04731 -1.15481 -0.026 0.004 0.009
H 1.45060 -2.46974 0.34883 -0.021 0.034 -0.011
H 4.46040 -2.67360 -0.25659 0.029 0.009 0.039
H 3.55995 -3.68722 0.87089 0.047 0.008 -0.002
H 3.78961 -1.97610 1.22344 0.046 -0.028 -0.003
H 2.36525 -0.02609 1.57188 -0.024 0.007 0.011
H 2.06252 1.53636 0.83382 -0.041 0.006 0.048
H 4.82473 0.19475 0.97916 0.035 0.048 -0.016
H 4.28135 1.54673 1.97084 0.036 0.015 -0.022
H 4.48770 1.76140 0.23252 0.073 -0.028 0.006
Te -3.32332 -2.71302 -0.43848 -0.081 0.201 -0.076
C -5.01112 -1.48388 -0.91679 0.183 -0.139 0.047
C -6.14147 -1.56109 -0.11329 -0.006 -0.045 0.104
C -7.27125 -0.82151 -0.43158 0.010 0.035 -0.046
C -7.27123 0.00062 -1.54952 -0.023 -0.014 0.040
C -6.13849 0.08303 -2.34551 -0.005 0.039 -0.028
C -5.00834 -0.66038 -2.03497 0.070 0.007 -0.019
H -6.13950 -2.19318 0.76563 -0.013 -0.002 -0.018
H -8.14906 -0.88639 0.19820 0.000 -0.002 -0.004
H -8.15386 0.57651 -1.79543 0.016 0.010 -0.015
H -6.13045 0.72664 -3.21582 -0.002 -0.001 0.005
H -4.12764 -0.59456 -2.66126 -0.019 -0.016 -0.018
```
Positions in Å, forces in eV/Å.

Computed properties:
- E_HOMO: -8.02 eV
- LUMO: 0.147 eV
- Calculated total energy: -2247.42912 Ha